1.
{
  "formula": "C13H44BNO22",
  "method": "the ωB97M-V functional and the def2-TZVPD basis",
  "homo_energy_ha": 0.0018,
  "lumo_ev": 3.79,
  "molar_mass_g_mol": 577.29,
  "charge": -2,
  "multiplicity": 1,
  "energy_ev": -61412.61046,
  "species": ["C", "C", "C", "C", "C", "C", "N", "O", "C", "C", "C", "H", "H", "H", "H", "H", "H", "H", "H", "H", "H", "H", "H", "H", "H", "H", "H", "H", "H", "O", "C", "O", "B", "O", "C", "O", "O", "C", "O", "C", "O", "O", "O", "H", "H", "O", "H", "H", "O", "H", "H", "O", "H", "H", "O", "H", "H", "O", "H", "H", "O", "H", "H", "O", "H", "H", "O", "H", "H", "O", "H", "H", "O", "H", "H", "O", "H", "H", "O", "H", "H"],
  "coordinates": [[0.5966, 3.3511, -3.4924], [1.9147, 2.8130, -2.9196], [1.4272, 1.7921, -1.8450], [2.4712, 0.7857, -1.2877], [3.1503, 0.1368, -2.4983], [3.6927, 1.1583, -3.4946], [2.6593, 2.0853, -3.9376], [3.0845, 2.8757, -5.0115], [4.1000, 0.3088, -4.7202], [4.9797, 1.7981, -2.9233], [2.6900, 3.9757, -2.2783], [0.2033, 4.2655, -3.0406], [-0.1961, 2.5997, -3.4219], [0.5911, 3.5790, -4.5626], [0.7522, 1.0431, -2.2934], [0.7053, 2.2906, -1.1929], [2.0522, 0.0426, -0.6092], [3.1368, 1.4069, -0.6745], [2.4433, -0.5331, -2.9953], [3.9744, -0.4438, -2.0742], [4.5894, -0.6169, -4.3952], [4.7130, 0.8542, -5.4367], [3.2313, -0.0304, -5.2919], [5.5462, 1.0975, -2.2986], [4.6963, 2.6424, -2.3005], [5.6627, 2.0540, -3.7328], [2.0925, 4.8585, -2.0368], [3.4199, 4.2761, -3.0409], [3.2919, 3.8102, -1.3775], [2.2062, -1.7308, 2.6887], [1.2063, -1.1647, 2.3832], [0.7598, -0.9126, 1.1844], [-0.6639, -0.5548, 1.2697], [-0.9684, -0.3681, 2.7008], [0.0638, -0.8016, 3.4016], [0.1644, -0.8772, 4.5870], [-1.1184, 0.6223, 0.5295], [-2.1370, 0.3144, -0.2457], [-2.7328, 1.0911, -0.9320], [-2.4891, -1.1522, -0.0290], [-1.5217, -1.6422, 0.6922], [-3.4030, -1.7204, -0.5471], [4.5281, -3.4754, 2.3846], [5.2836, -2.9218, 2.6004], [3.7569, -2.9095, 2.5560], [-4.1364, -3.2700, -2.6261], [-3.8562, -2.6088, -1.9498], [-3.6681, -3.0200, -3.4271], [-4.5317, 2.8408, 0.1698], [-5.3471, 3.1233, -0.2559], [-4.0719, 2.3125, -0.5082], [-1.0466, -3.8303, 5.2800], [-1.9194, -3.8609, 5.6774], [-0.9805, -2.9331, 4.9372], [-1.1293, 1.9025, 5.8903], [-0.5702, 2.6716, 5.7397], [-0.5409, 1.1474, 5.7667], [0.6791, -3.3056, -0.8669], [0.9504, -2.4011, -1.0701], [1.0981, -3.8479, -1.5443], [-1.4160, -4.7185, 0.3095], [-0.6100, -4.2141, 0.0775], [-2.1346, -4.2275, -0.1029], [-6.4142, -3.3501, -0.6268], [-7.0759, -3.3005, -1.3218], [-5.6204, -3.6694, -1.0798], [-0.3921, 3.2409, 1.1437], [-0.4602, 2.2973, 0.8990], [-1.2987, 3.5637, 1.1028], [-2.5509, -1.4468, 5.8349], [-2.3912, -1.6630, 6.7596], [-1.9060, -0.7560, 5.6320], [2.9109, -2.1670, 6.0603], [2.5204, -2.9741, 6.4098], [2.2911, -1.8776, 5.3766], [-4.5276, 0.6477, 2.4250], [-4.2670, 1.5117, 2.0750], [-3.7271, 0.1123, 2.3914], [-5.9944, 0.6434, -1.8986], [-5.5433, 0.6453, -1.0425], [-6.9286, 0.7086, -1.6775]],
  "forces_ev_per_angstrom": [[-0.9, 0.1, -1.2], [-0.4, -0.8, 1.1], [-0.7, -1.7, -0.4], [-0.1, 2.1, 0.0], [-0.1, 0.5, 1.4], [0.3, -0.6, -0.8], [-0.7, -0.6, -0.4], [0.3, 0.3, 0.4], [-0.2, -0.2, -0.4], [0.1, -0.2, 0.1], [0.9, 0.9, -0.2], [0.3, -0.1, 0.5], [0.1, -0.1, 0.2], [0.8, -0.1, 0.0], [-0.2, 0.5, -0.8], [0.7, 0.2, 0.7], [-0.2, 0.1, -0.1], [0.6, -0.5, -0.1], [-0.1, 0.0, 0.0], [0.1, -0.3, -0.4], [0.4, 0.2, 0.1], [0.1, 0.1, 0.2], [-0.2, 0.3, 0.2], [-0.2, -0.1, 0.1], [0.4, 0.1, -0.2], [-0.2, 0.6, 0.0], [-0.3, -0.1, -0.1], [-0.2, 0.2, -0.1], [-0.3, -0.6, 0.1], [0.8, 0.2, 0.2], [-1.1, -0.7, 0.8], [-0.6, 0.5, -0.6], [-0.7, -0.3, -0.4], [0.4, -0.4, 0.4], [0.4, 0.6, -1.4], [-0.2, 0.0, 1.0], [0.8, -0.1, 0.0], [-0.8, 1.0, 0.1], [0.0, -0.1, -0.3], [1.0, 0.2, -0.6], [0.2, -0.5, 0.8], [-0.3, -0.3, 0.3], [-0.1, 0.1, 0.1], [-0.1, 0.0, 0.0], [0.2, -0.1, -0.1], [0.2, 0.3, 0.4], [-0.3, -0.5, -0.6], [0.0, 0.0, 0.0], [-0.1, -0.1, -0.2], [0.0, 0.0, 0.0], [0.1, 0.2, 0.3], [0.3, -0.3, 0.1], [-0.1, 0.1, -0.1], [-0.1, 0.0, 0.1], [0.1, -0.1, 0.2], [0.0, -0.1, -0.1], [0.0, 0.0, -0.1], [0.3, 0.1, -0.3], [0.0, 0.0, 0.2], [0.0, 0.0, 0.1], [0.3, -0.1, -0.1], [-0.6, -0.1, 0.1], [0.1, 0.0, 0.1], [0.0, -0.2, 0.1], [0.1, 0.1, -0.1], [-0.1, 0.2, 0.0], [0.0, -0.3, 0.1], [0.0, 0.7, 0.0], [0.0, -0.1, -0.1], [-0.1, 0.1, 0.2], [0.0, 0.1, -0.1], [-0.1, -0.1, -0.1], [-0.1, 0.0, 0.1], [0.0, 0.0, -0.1], [0.0, 0.0, 0.0], [0.1, 0.1, -0.1], [-0.1, -0.1, -0.1], [0.0, 0.0, 0.2], [-0.1, 0.2, 0.1], [0.0, -0.2, -0.1], [0.1, -0.1, 0.0]]
}

=====

2.
{
  "formula": "C13H44N10O9",
  "method": "the ωB97M-V functional and the def2-TZVPD basis",
  "homo_energy_ha": -0.3199,
  "lumo_ev": -0.66,
  "molar_mass_g_mol": 484.56,
  "multiplicity": 1,
  "energy_ev": -47521.34606,
  "species": ["N", "C", "N", "O", "H", "H", "H", "H", "N", "C", "N", "O", "H", "H", "H", "H", "N", "C", "N", "O", "H", "H", "H", "H", "N", "C", "N", "O", "H", "H", "H", "H", "N", "C", "N", "O", "H", "H", "H", "H", "C", "C", "O", "H", "H", "H", "H", "H", "H", "C", "C", "O", "H", "H", "H", "H", "H", "H", "C", "C", "O", "H", "H", "H", "H", "H", "H", "C", "C", "O", "H", "H", "H", "H", "H", "H"],
  "coordinates": [[18.3816, -20.6249, 16.4224], [18.9237, -20.2759, 17.5215], [19.8507, -19.3470, 17.3985], [18.3683, -20.7240, 18.7204], [17.5018, -21.1309, 16.5021], [18.7767, -20.4212, 15.4395], [20.1847, -18.9713, 18.2303], [20.3640, -19.1579, 16.5088], [18.1322, -17.9416, 14.2221], [18.8518, -18.8592, 13.7243], [18.4888, -19.1986, 12.5143], [19.8736, -19.4512, 14.4279], [18.4383, -17.5721, 15.1561], [17.3367, -17.4583, 13.8388], [19.1400, -19.8993, 12.0662], [17.8903, -18.6173, 11.9051], [17.2860, -13.4691, 15.0724], [16.5325, -13.5449, 16.1154], [17.1003, -13.1271, 17.2041], [15.2460, -14.0141, 16.1016], [16.8909, -13.8965, 14.1982], [18.2858, -13.2561, 15.1240], [16.5346, -13.2472, 18.0533], [17.9469, -12.5878, 17.3554], [21.1447, -12.9796, 16.6163], [20.1388, -12.2054, 16.5376], [19.6548, -12.2299, 15.3539], [19.5590, -11.5302, 17.5516], [21.5795, -12.9640, 17.5616], [21.7097, -13.2765, 15.8486], [18.9558, -11.5281, 15.2038], [20.0754, -12.8290, 14.6044], [19.3154, -15.0327, 16.3588], [19.7011, -16.2751, 16.5901], [18.6745, -17.1009, 16.5307], [21.0270, -16.6629, 16.7227], [20.0781, -14.2967, 16.3916], [18.3133, -14.7243, 16.2291], [18.9097, -18.0722, 16.7740], [17.6756, -16.8112, 16.7197], [19.3884, -16.7485, 19.9945], [20.1551, -15.4562, 19.7104], [19.4423, -14.3497, 19.1325], [19.9460, -17.6664, 20.0237], [18.6143, -16.9369, 19.1793], [18.8054, -16.6547, 20.9200], [21.0136, -15.6132, 19.0646], [20.5526, -15.2038, 20.6409], [19.0950, -14.7278, 18.2637], [15.9750, -18.4810, 17.9638], [15.5294, -17.6472, 16.8470], [16.1455, -16.4110, 16.9385], [15.4251, -18.2462, 18.9098], [17.0152, -18.4090, 18.1845], [15.7984, -19.5818, 17.8347], [14.4197, -17.6581, 16.8600], [15.8023, -17.9925, 15.8737], [15.7973, -15.8092, 16.2927], [23.9116, -15.7720, 15.3373], [23.9089, -14.9993, 16.6713], [23.2619, -15.6365, 17.7221], [24.4762, -15.2214, 14.6121], [22.9018, -15.8584, 15.0533], [24.3738, -16.7537, 15.4759], [23.4121, -14.0734, 16.4519], [24.9549, -14.7724, 16.9654], [22.4518, -16.0452, 17.3464], [21.4754, -12.5348, 12.1346], [21.9224, -13.6571, 13.0617], [21.0254, -14.0651, 13.9830], [21.1037, -13.0221, 11.2705], [22.4013, -12.0943, 11.7837], [20.7600, -11.8135, 12.5423], [22.7445, -13.3883, 13.6488], [22.3869, -14.5181, 12.4658], [20.5656, -14.7645, 13.5557]],
  "forces_ev_per_angstrom": [[-2.3, -2.0, -5.2], [-3.1, -2.0, 7.4], [2.1, 0.4, -1.0], [3.1, 2.5, -5.3], [0.7, -0.1, 0.0], [-0.3, -0.1, 2.2], [1.1, 0.6, 1.4], [-0.6, -0.5, 1.0], [-1.5, 3.4, 2.9], [4.6, -2.9, 2.2], [1.4, -2.9, -4.1], [-4.1, 2.2, -3.3], [-0.3, -0.2, -0.9], [0.1, -0.5, -0.6], [-1.4, 1.3, 0.5], [0.8, -0.7, 0.9], [0.3, -1.3, -5.6], [-7.1, -1.4, 1.2], [-0.8, 0.2, 4.1], [5.5, 1.5, -0.4], [0.7, 0.9, 1.4], [-0.9, 0.0, 0.0], [0.4, 0.1, -0.7], [0.4, 0.3, -0.3], [5.1, -1.8, 4.5], [-3.5, 4.9, 5.8], [-2.2, 1.1, -4.4], [2.4, -2.9, -4.3], [-0.2, -0.5, -1.1], [0.1, 0.0, -0.3], [-0.2, 0.2, -0.6], [-0.4, 0.9, 0.7], [0.7, 2.9, -0.4], [5.2, -1.3, -0.1], [-0.6, -1.8, 1.5], [-6.4, 1.6, -0.8], [-1.3, -1.5, 0.2], [2.0, -1.2, 0.4], [-0.1, 0.4, 0.4], [0.9, 0.4, 0.0], [-2.4, 0.5, -1.4], [0.3, -0.8, -1.2], [-1.0, -1.4, -0.8], [0.8, -0.1, 0.2], [0.8, 0.3, 0.9], [0.2, -0.1, -0.2], [0.2, -0.5, -0.1], [0.6, 1.2, 1.5], [0.6, 1.0, 1.8], [-0.8, -2.2, 1.9], [-1.5, -0.7, -0.7], [0.5, 0.8, 1.3], [0.5, 0.1, -0.7], [0.8, 0.1, 0.1], [0.0, 1.0, -0.2], [0.4, 0.7, -0.1], [0.2, -1.2, -0.8], [-0.9, 1.3, -0.5], [1.0, -0.1, 1.7], [1.2, -0.4, -0.6], [0.0, -0.4, 0.1], [0.3, 0.3, -0.6], [-1.2, -0.5, -0.7], [-0.2, 0.1, -0.1], [-0.1, 1.1, -0.1], [-0.6, -0.1, 0.0], [0.0, 0.1, 0.3], [0.8, -0.7, 0.2], [2.7, 0.2, -2.3], [-1.9, -1.1, 1.1], [-1.0, -0.1, -1.0], [0.0, 0.7, 0.0], [0.4, -0.1, 0.0], [1.6, 1.1, 0.7], [-1.0, 0.9, 0.5], [-1.2, -1.2, 0.2]]
}

=====

3.
{
  "formula": "C13H47AgO11",
  "method": "the ωB97M-V functional and the def2-TZVPD basis",
  "homo_energy_ha": [-0.5549, -0.5352],
  "lumo_ev": [-7.24, -12.35],
  "molar_mass_g_mol": 487.38,
  "charge": 2,
  "multiplicity": 3,
  "s2": 2.017,
  "energy_ev": -40736.97437,
  "species": ["Ag", "C", "C", "C", "O", "H", "H", "H", "H", "H", "H", "H", "C", "O", "H", "H", "H", "H", "C", "O", "H", "H", "H", "H", "C", "O", "H", "H", "H", "H", "C", "O", "H", "H", "H", "H", "C", "O", "H", "H", "H", "H", "C", "O", "H", "H", "H", "H", "C", "O", "H", "H", "H", "H", "C", "O", "H", "H", "H", "H", "C", "O", "H", "H", "H", "H", "C", "O", "H", "H", "H", "H"],
  "coordinates": [[-1.0923, 2.6882, -1.3744], [0.3912, -0.8582, -0.1200], [-0.3390, 0.1791, 0.8086], [0.7338, 0.9826, 1.5639], [-1.2474, 1.0132, 0.2126], [0.8152, -0.3384, -0.9791], [-0.3220, -1.6707, -0.2587], [1.2063, -1.3128, 0.4431], [-0.8959, -0.4041, 1.5419], [0.2899, 1.7159, 2.2372], [1.4293, 1.5286, 0.9265], [1.2680, 0.3764, 2.2955], [1.3118, -3.1246, -2.0428], [2.1328, -2.2413, -2.7853], [1.5423, -4.1215, -2.4185], [1.5767, -3.2242, -0.9902], [0.2525, -2.8681, -2.0558], [3.0353, -2.5323, -2.6357], [-3.0705, -1.8106, -1.7440], [-3.6157, -0.7716, -1.0115], [-3.6599, -2.7076, -1.5534], [-2.9692, -1.6642, -2.8194], [-2.0780, -2.0686, -1.3746], [-2.9069, -0.1592, -0.8014], [-0.7301, -4.1109, 1.1501], [-1.6405, -3.3178, 1.7793], [0.3332, -3.9931, 1.3586], [-0.9474, -5.1308, 1.4674], [-1.0247, -4.2162, 0.1059], [-1.1067, -2.5873, 2.1003], [-1.9767, 5.2764, 0.7399], [-2.1211, 3.9228, 0.1870], [-2.1939, 6.0101, -0.0364], [-2.7368, 5.5553, 1.4697], [-1.0869, 5.4353, 1.3490], [-2.5197, 3.3955, 0.8831], [-4.3845, 1.7138, 2.5146], [-3.2160, 2.3520, 2.1296], [-4.2337, 1.1332, 3.4246], [-5.1384, 2.4430, 2.8113], [-4.8878, 1.2167, 1.6853], [-2.6022, 1.7216, 1.7454], [2.1770, 0.3615, -5.4654], [1.4583, 0.3549, -4.2777], [2.0030, -0.6097, -5.9287], [1.9943, 1.2868, -6.0119], [3.2250, 0.4828, -5.1913], [1.9308, -0.2587, -3.7105], [2.6416, 4.3199, 1.4887], [2.0523, 5.4574, 0.9220], [3.3269, 4.4450, 2.3270], [1.9867, 3.4516, 1.5612], [3.3691, 3.8558, 0.8227], [1.8441, 5.2395, 0.0105], [-4.5955, 2.5880, -1.4456], [-3.3138, 2.0473, -1.7025], [-4.8333, 3.0581, -0.4913], [-4.9440, 3.3134, -2.1808], [-5.3745, 1.8263, -1.4151], [-3.4033, 1.0922, -1.7405], [3.3956, -2.1075, 3.3513], [3.1017, -3.0368, 4.4123], [2.5240, -2.0532, 2.6990], [3.7331, -1.1050, 3.6143], [4.0922, -2.5098, 2.6157], [3.9259, -3.3816, 4.7635], [4.2552, -3.3703, 0.0513], [4.2995, -3.9447, -1.2119], [3.8683, -4.0243, 0.8327], [5.2084, -2.9920, 0.4205], [3.5213, -2.5682, 0.1293], [4.9558, -4.6446, -1.1780]],
  "forces_ev_per_angstrom": [[-0.2, 0.1, 0.1], [-0.2, -0.1, 0.3], [0.0, 1.2, -0.5], [0.4, 1.1, 1.3], [1.1, -1.5, 0.5], [-0.3, -0.4, -0.3], [0.0, 0.3, -0.8], [0.1, 0.4, 0.2], [-0.6, -0.3, 0.4], [-0.5, 0.2, -0.3], [-0.1, -0.4, -0.3], [0.2, -0.6, -0.5], [0.6, -1.1, 0.0], [-0.5, 0.9, 0.5], [-0.8, -0.3, -0.1], [0.3, 0.5, 0.3], [0.2, 0.1, -0.7], [0.4, -0.2, 0.0], [0.7, -2.0, -0.4], [-0.4, 1.6, 0.3], [-0.2, 0.1, -0.2], [-0.3, 0.3, -0.1], [0.2, 0.0, 0.0], [0.1, -0.2, 0.5], [0.1, -2.9, -0.9], [-0.1, 2.0, 0.8], [-0.1, 0.6, -0.2], [0.1, -0.5, 0.3], [0.5, 0.4, -0.6], [-0.5, 0.3, 0.7], [-0.6, 0.5, 0.3], [0.5, 1.7, 0.3], [0.8, -0.2, -0.3], [-0.6, -0.9, 0.0], [0.6, -0.2, -0.8], [-0.7, -0.5, 0.6], [-2.0, -0.1, 0.7], [1.5, 1.0, -0.7], [0.0, -0.5, -0.3], [0.4, 0.5, 0.0], [0.3, -0.7, 0.1], [-0.1, -0.4, 0.2], [1.2, 0.5, 0.0], [-1.0, 0.5, 1.4], [0.2, 0.3, -0.8], [-0.7, -0.5, -0.4], [0.5, -0.5, -0.3], [-0.2, -0.5, 0.4], [1.5, -1.4, -1.2], [-0.2, 0.0, 0.6], [-1.0, 0.7, 0.6], [-0.7, 0.3, 1.0], [0.4, 0.3, -0.8], [0.1, 0.2, -0.1], [-2.5, 0.4, 0.2], [0.5, 0.2, 0.2], [1.4, 0.2, 0.5], [0.6, -0.1, -0.4], [0.3, -0.5, -0.5], [-0.5, -0.2, -0.4], [-0.1, -1.1, -0.5], [0.1, 1.1, -0.9], [-0.6, 0.3, 0.4], [-0.1, -0.1, 0.5], [0.6, -0.2, 0.4], [0.1, 0.0, 0.1], [-0.4, 0.3, 1.7], [-0.2, 0.1, -0.5], [0.2, -0.7, 0.0], [0.2, 0.1, -0.3], [0.1, 0.4, -0.8], [0.1, -0.2, -0.3]]
}

=====

For the records above, the corresponding ΔE to the lowest compared entry with this formula, charge and spin values read 196.66 575.75 120.26 kJ/mol.